(1)
Entry from the OMol25 dataset: a cluster of 12 separate species, C48H116N12O8 in total at a distorted geometry (the ωB97M-V functional and the def2-TZVPD basis).

Structure (ORCA input):
```
! wB97M-V def2-TZVPD RIJCOSX def2/J DEFGRID3
* xyz 1 2
H -0.4088 3.7418 0.3871
C 5.0664 2.6216 -3.3488
C -4.4828 2.0916 0.6368
H -0.3254 6.1350 3.0592
H 1.4316 2.8034 -5.6286
C -0.1615 -5.1463 -0.8172
H 3.2790 -1.1433 3.4172
H 3.8467 2.5340 -5.1115
N 4.2024 4.1096 0.1266
H -2.6410 -8.3379 0.9390
H 2.0893 -2.2115 -0.1095
H -0.5073 -3.2464 -3.8013
H -0.8732 3.9439 -3.4027
H 4.4861 -2.5280 3.3707
H 1.9840 3.9483 0.2103
H 2.6595 3.0410 2.3659
H -3.6251 1.1985 4.7080
H 1.0290 6.4350 -4.8498
C -2.0016 7.6414 3.9849
C 4.4738 2.7302 0.4757
H 2.1665 -2.2012 6.8927
H 0.3189 -1.7206 -4.1768
C -1.1007 -3.1160 6.9591
H -4.6586 1.8820 7.8997
H -2.1818 0.1599 -1.5926
H 1.7169 -2.3135 1.6014
O 5.4655 4.2458 4.0611
C -1.5682 -0.1838 -0.7598
H 1.1766 -2.5858 8.4014
C -0.5876 -2.3030 -4.3412
H -4.1516 -7.5971 -0.6159
H 4.7628 -1.7948 -0.2987
H 2.9226 2.7873 -3.6906
H 3.2157 0.5752 -4.1122
H 1.1119 -1.0971 7.6811
H 0.5448 -5.9740 -0.8814
C 3.5437 -2.1180 3.0075
H -3.7685 5.7853 5.2763
C -2.7495 -5.3414 -7.6022
C 2.8137 3.6740 3.2398
N -4.0175 0.2807 6.4994
C -4.1864 -0.7589 7.3478
C -5.4871 2.7126 2.8037
N 3.6475 -2.1223 1.5173
H 5.9765 -1.5930 -2.9348
O -4.1731 -1.9059 6.9987
H 6.0528 0.3393 -1.7600
C 0.0741 -1.8318 5.2965
C -0.8130 -0.0382 2.2241
C 6.3345 0.4833 -2.8031
H 2.7400 3.6488 -1.3280
C -3.6664 0.1835 5.1030
C -0.7600 -2.5806 -5.8916
H 2.7480 1.0422 3.9966
O 0.9411 -1.0256 4.9552
H 2.7461 -0.8241 -2.0781
C 3.9584 0.2382 -3.3890
H -4.4046 6.0246 3.6292
H 0.6932 0.2627 0.6654
C -1.1652 5.4559 3.2732
H 2.8680 0.9470 -1.6923
O 5.7492 5.1063 1.4599
C 1.1416 5.5005 -5.4210
C -3.5582 5.6641 4.2137
H -0.8028 -2.1116 4.6923
H -3.6435 2.3671 6.6036
H -0.9075 -1.1000 1.9967
H -5.7235 0.1605 3.1386
C 4.9894 5.1707 0.4801
C -0.9625 3.4672 -0.5107
H -1.4122 -3.7253 -8.3639
C -3.2190 -1.5087 -7.5793
H -2.2730 7.9766 4.9860
N -2.1701 6.1876 3.9248
H 3.2792 4.6030 2.9106
H -3.1121 -7.7086 -3.2359
H -5.9605 -0.1854 1.4589
C -1.5048 -5.5304 -1.5708
C 6.8021 -0.9238 -3.1769
N -2.2681 -6.6326 -0.9019
H 5.5274 2.4738 0.3648
C 1.2054 -2.1471 7.4040
H -1.3410 -1.6509 -3.8993
H -2.2146 -0.6686 -0.0282
C 3.8618 3.0730 -4.1642
H 3.7004 4.1500 -4.2084
H 2.2781 -3.7017 0.8348
C 2.8322 4.2328 -0.4123
O -1.1435 4.2418 3.0240
H -2.1714 -4.6680 -1.5779
H -0.6609 4.2743 -1.1784
H 0.0022 -1.6747 -0.3631
H -1.9605 -2.8793 6.3323
H -0.2923 2.5299 -5.0894
H -0.1376 -0.0894 3.0781
H 5.9884 3.0429 -3.7494
C -1.6782 -4.2960 -7.4742
H -4.3100 -0.0861 2.1593
H 4.1946 0.0078 -1.3081
H -4.8618 3.0699 0.3413
N -1.0840 1.1026 -0.1144
H 4.9200 2.9982 -2.3365
H 4.3617 2.5516 1.5451
H -4.2598 -0.5339 4.5362
C 0.4047 3.1687 -5.6317
C -4.4343 1.6607 6.8563
H -4.8164 -7.5416 -2.9704
C 4.8537 3.2494 4.4560
H -2.6248 -5.9801 -8.4766
H 3.9236 1.9313 -0.0213
H -0.4875 -7.8107 -1.1474
H 0.2093 1.8141 1.2840
C 2.9608 1.7796 4.7705
H -1.3912 -2.8885 7.9847
H 6.9810 -0.9726 -4.2510
H -4.4042 -0.4665 8.3867
C 2.4327 -2.6227 0.8397
H -0.9881 7.9702 3.7554
H 0.0379 3.2433 -6.6555
H -2.7513 -6.0177 -6.7474
H -2.8668 8.0925 3.4989
H 5.3944 2.4408 4.9717
H 0.2354 -4.2178 -1.2276
C 3.3890 0.0553 -2.0409
C -5.3086 0.3506 2.1488
N 3.5783 2.8907 4.1626
H 2.6681 5.2863 -0.6389
H 0.5162 2.0063 -1.2424
H -0.2970 -4.9794 0.2514
H -3.5605 4.6007 3.9742
H -3.7255 -4.8631 -7.6853
N 0.4921 4.4842 -4.9655
H -2.5987 -0.6338 -7.3843
H -1.3783 -5.8255 -2.6125
H 4.3124 -0.6827 -3.8525
N 0.0181 -2.3350 6.5373
C 4.6995 -1.7573 0.7999
C -0.1720 0.8317 1.0055
C -0.4712 -1.1659 -1.2028
H -4.2231 -1.1547 -7.8128
H 4.7402 6.0309 -0.1603
N 5.1663 1.0954 -3.5232
C -3.7173 -6.8291 -1.2559
H -0.8276 -4.1685 7.0345
H -2.0280 3.4663 -0.2809
H 0.7844 4.0929 -2.8586
O -5.7892 2.5892 3.9458
H -5.1823 3.6850 2.3867
C -3.1788 -2.5486 -6.4760
C -0.5560 2.0898 -1.0646
H 7.1681 1.1836 -2.8561
N -5.2107 1.7768 1.9011
H 7.6258 -1.2780 -2.5570
H 2.8193 -2.8349 3.3942
O 1.6653 5.5245 -6.5721
H -1.1361 -1.9192 -1.6255
O 5.7020 -1.4523 1.4550
C -1.5784 -8.2541 0.7108
H -4.0511 -3.1985 -6.5452
H -1.7798 0.3932 2.4835
H -2.8807 -1.9396 -8.5216
N -1.9405 -3.3224 -6.4150
H -2.6554 -0.2172 5.1771
H -0.7426 -4.7966 -7.2251
C 0.0618 4.4755 -3.5794
H 1.9830 2.0786 5.1481
H -3.9688 -6.2098 -3.3792
H 0.1082 -3.1586 -6.2084
H -1.9542 -8.7100 -1.3214
H -4.1850 -5.8749 -1.0130
H -1.2689 -7.4642 1.3952
H -3.4239 -2.0193 -5.5552
H 0.1491 -0.6071 -1.9036
H -3.4014 1.9872 0.5480
C -3.8545 -7.0844 -2.7387
H -1.0079 1.9523 -2.0470
C -1.5049 -7.8881 -0.7640
H 1.8461 3.8178 3.7208
H -0.9333 -9.1196 0.8622
H -0.7337 -1.5780 -6.3186
H -4.8343 1.2711 0.0112
H -0.1633 5.4891 -3.2476
H -5.3471 1.9238 6.3218
H 3.5868 1.4155 5.5851
*
```

For the HOMO-LUMO gap (spin up / spin down), the calculation gives 6.9801 / 2.6679 eV. The LUMO energy (spin up / spin down) is -2.789 / -7.101 eV. The energy relative to the best compared isomer or geometry (same formula, charge and spin) comes out at 67.9 kcal/mol. The HOMO energy (spin up / spin down) is -9.769 / -9.769 eV.

=====

(2)
Entry from the OMol25 dataset: a structure of composition C48H118AsF6N4O28P6 at a distorted geometry (the ωB97M-V functional and the def2-TZVPD basis).

Structure (ORCA input):
```
! wB97M-V def2-TZVPD RIJCOSX def2/J DEFGRID3
* xyz -1 1
H 6.2382 -2.2907 -6.0056
H 10.4580 8.4598 -0.7192
N 4.3966 4.1191 -7.4969
H 8.8792 -9.9993 -3.0193
O -7.5240 4.4474 -5.4247
H 7.8192 4.8568 -0.2158
C 1.9326 -9.7822 -3.1363
C 7.9960 -10.6082 -2.8267
C -5.4837 9.6737 6.7908
C 9.5113 8.0413 -1.0607
H 10.8125 3.6053 -1.3636
H 4.1118 -14.7373 -5.5069
C 7.2505 -2.6907 -6.0631
H -7.5544 -5.4467 1.3964
H 8.6502 7.7207 -3.0833
H 1.7232 -0.1810 8.1354
H -9.9573 3.4563 -8.3100
C -9.7953 5.1727 -3.7889
F -2.2277 -0.0548 -1.4412
P -10.5345 -2.6615 1.0034
H 5.7828 4.4744 -9.0765
H -5.9631 10.1246 7.6597
C 11.7071 3.5845 -0.7412
C 11.6967 4.7585 0.3307
H -5.0860 7.9177 7.9246
O 6.0053 -0.8078 11.2086
H 5.9332 -10.4844 -2.2860
C 8.9816 -1.0130 -5.9621
H 2.0395 -1.6924 10.1854
H 3.8103 2.2029 -6.9153
O 5.6129 -11.7682 -5.1862
H -6.3889 4.1346 -3.7235
C -10.4959 6.1149 -2.7112
H -10.8532 -4.4485 4.0912
H 7.4947 -2.7393 -7.1243
H 3.7951 -3.5940 14.6792
C 3.2267 -3.0984 12.6071
H -11.2310 -6.1279 3.6273
H 1.5033 -10.2660 -4.0137
P 5.1317 -10.2215 -4.9701
H 6.6491 -1.2600 -3.9340
H -0.4828 11.5524 3.1164
P -8.5144 5.6431 -5.9677
H -12.8825 -4.7859 2.4520
C -9.4776 5.3929 -9.0738
H -1.1096 11.2240 4.6556
H -9.0630 5.0389 -10.0177
O 4.6059 -2.6183 9.8448
H 8.1049 -10.9983 -1.8147
H 5.1809 2.8399 -8.8733
N -6.0344 -3.6113 -6.3277
C 0.8465 -7.7449 3.8573
H -6.4913 -1.5262 -6.1167
H 3.7156 -4.0243 12.3039
O 4.8242 -9.5717 -6.2754
C 5.9836 5.4251 0.7907
As -0.4373 -0.4823 -1.6063
C -11.8226 -4.6343 2.2475
O -9.3006 -3.7287 0.9927
H 5.4577 -13.0799 -6.8687
C -6.4362 4.8297 -4.5617
H 8.1278 -0.1687 12.1524
H 7.3371 -3.7041 -5.6712
H -2.2718 11.6270 3.3240
H 1.2576 -9.0031 -2.7820
C 4.9344 -12.7352 -5.9768
H 0.7773 -5.1434 3.8310
H 3.2064 -8.5704 -4.3176
H -4.2282 5.1627 4.8593
H 3.4042 -0.6530 8.3139
C -7.0989 -4.4678 1.2464
C 5.5311 3.7189 -8.3322
H -2.9618 6.9932 2.7828
P -2.5824 8.1527 5.4410
O -2.7246 9.1322 4.1339
C -5.1472 4.7724 -5.3680
O 9.6112 -0.1153 -5.4198
H 7.9280 -2.5800 -3.5686
H 7.7672 1.5190 12.1562
H -4.2195 -3.7831 -5.4862
F -0.5133 -0.5871 -3.3956
H -5.0159 3.8190 -5.8797
H -2.3196 5.3881 3.2716
H -5.1152 5.4996 -6.1793
O 4.2220 6.1710 -8.5612
H 9.2043 9.2992 -2.6941
H 3.8293 -8.8042 -2.6380
H 12.5351 4.6294 1.0151
H -4.8013 10.3796 6.3173
F -0.8379 -2.2658 -1.5699
H 3.0730 3.5372 -6.0251
H -3.6369 9.0164 7.7494
H -6.7329 -4.1494 2.2225
H -12.8254 -2.2838 -2.5423
H 2.4168 -2.9750 11.8881
H 11.6989 2.6447 -0.1891
H 5.9427 6.1727 -0.0014
H -5.8142 -1.9484 -7.6429
C 3.3037 -9.2585 -3.4778
C -7.2454 -4.2055 -6.8734
O -11.5097 -3.2056 2.1350
C 4.0028 3.1766 -6.4648
H -8.3549 3.9642 -8.0914
O -5.2071 -5.5700 -5.4356
C 4.6765 -13.9142 -5.0690
H -7.7633 -2.3761 0.9547
H 4.8150 3.0858 -5.7436
H -8.8448 6.2250 -8.7653
H 12.6637 3.5908 -1.2636
O -1.4936 8.5439 6.3533
H 7.5880 4.1028 1.3913
H 1.5561 -6.2598 6.7581
H 5.4371 4.5214 0.5209
H -11.8519 -3.7527 -2.8909
C -7.9768 -3.4033 0.6590
H -4.7467 -1.8921 -6.2386
H 2.1562 -3.9250 14.2682
O -10.1280 -1.2288 1.3424
C -5.1199 -4.3791 -5.7013
H -9.8425 -5.3654 2.9654
P 4.5936 -1.6201 10.9680
O 0.8256 -8.1581 6.6538
H 7.9324 -11.4382 -3.5304
H -11.1675 5.5484 -2.0661
H 3.9919 -12.3532 -6.3691
H 3.0275 0.8976 8.7535
F 0.0482 1.2892 -1.8162
O -9.2486 6.1076 -4.6735
C 7.4863 0.5755 12.6241
H 5.4892 1.0669 12.0190
H 7.6042 0.6671 13.7038
H -6.2405 -4.5972 0.5872
H -0.0635 -7.3262 3.4276
C -11.8259 -2.6746 -2.7329
P 9.7321 6.3147 0.9632
H 5.4477 -0.2069 13.0554
C 1.1859 -7.1070 6.1602
H -7.9720 -4.3285 -6.0702
C 2.3326 -0.6425 10.1806
H 0.6567 -8.7605 4.2047
O 3.5188 -0.3923 10.9110
H 1.9972 -10.4506 -2.2778
O -4.0893 7.9691 6.0778
H -10.8949 -1.2928 -1.5070
C 2.9480 -3.1896 14.1252
H -4.3329 4.9568 -4.6673
H 5.6181 5.9010 1.7007
H 1.8480 -4.7302 5.1459
C -9.3783 4.3315 -8.0152
H -11.7309 -5.0131 1.2296
C -4.2877 5.7212 3.9251
O -7.8330 6.6714 -6.8189
C 9.4546 8.2458 -2.5682
H 8.3441 -0.8266 -3.4179
O 6.3563 -9.5196 -4.1325
H -1.9043 9.5384 2.3488
H -11.1768 6.7853 -3.2357
H 3.2667 5.6128 -6.8755
H 6.6217 -8.9903 -2.1683
H -9.7979 6.6886 -2.1016
O 9.7001 6.7158 -0.6260
H 6.4222 3.3668 -7.8126
H -6.5482 5.7993 -4.0765
O 10.4259 4.8862 0.9672
H 11.9244 5.6350 -0.2760
H 5.6673 -14.1931 -4.7103
N 1.3213 -6.8459 4.8797
H -7.0044 -5.1548 -7.3517
H 1.6077 -7.8185 3.0807
C 2.5925 -0.1012 8.7880
H 10.4103 7.9715 -3.0150
C -1.6041 9.6408 3.3916
C 6.0776 0.1800 12.2544
C -2.9432 6.2330 3.5638
H -9.9291 -2.7553 -1.7539
O -9.6505 4.8579 -6.7271
H -6.3115 9.3180 6.1773
H -0.7627 8.9481 3.3785
H 2.6375 -2.2270 14.5314
C -4.4863 8.5397 7.2601
O 8.1809 6.1218 1.2909
H -10.5993 4.6406 -4.2973
C 7.4533 5.0083 0.7997
H -10.4852 5.7921 -9.1903
N 8.0085 -1.7102 -5.3427
O -11.4019 -2.9584 -0.3517
H 4.1191 -13.5310 -4.2144
H 2.4716 -5.6046 3.6785
O -2.2977 6.7330 4.7458
C 7.6947 -1.5646 -3.8889
H -11.4561 -2.2469 -3.6648
C 6.6773 -9.8764 -2.8006
C -10.8698 -5.1639 3.2690
O 4.3365 -2.2231 12.4147
C -10.9337 -2.3810 -1.5571
H -9.1371 4.4582 -3.2945
H 8.6277 8.4528 -0.5728
C 1.6507 -5.4861 4.3858
F -0.3969 -0.3989 0.2108
H -7.7961 -3.3360 -0.4138
C -5.7439 -2.1715 -6.5783
H 1.4817 -0.1026 10.5960
H 9.0046 -1.2946 -7.0263
O 10.4242 7.3574 1.7967
F 1.2674 -1.0083 -1.5301
H -7.8466 -3.5665 -7.5202
H -4.7080 5.0441 3.1815
H -5.0153 6.5109 4.1123
O 3.9785 -10.3952 -3.8739
C -1.3533 11.1087 3.5995
C 3.9410 5.3219 -7.6958
*
```

For the HOMO-LUMO gap, the calculation gives 9.4850 eV. The LUMO energy is 1.461 eV. The HOMO energy is -8.024 eV.

=====

Number 1: calculated total energy -85904.234 eV. Number 2: calculated total energy -247874.465 eV.